No. 1
This record from the OMol25 dataset describes 2 unconnected molecules or ions with the total composition CH5OS. The level of theory is ωB97M-V/def2-TZVPD.

Results
- Kohn-Sham gap (eV) = 6.80
- relative energy (zero: lowest compared OMol25 entry of this formula, charge and spin) (kcal/mol) = 6.1
- E_LUMO (Eh) = 0.161
- net charge = -1

XYZ file:
```
8
Properties=species:S:1:pos:R:3:forces:R:3
C 0.08095 -1.33927 0.62541 -0.486 0.132 -1.451
S 1.30482 -0.28800 -0.27683 0.269 0.030 0.829
H 0.09286 -1.54957 1.69280 0.640 0.325 0.226
H -0.88150 -0.87243 0.39936 -0.222 -0.252 0.237
H 0.09457 -2.28830 0.08593 -0.192 -0.224 0.284
H -0.22741 1.56702 -0.29443 0.008 -0.209 -0.338
H 0.16760 2.51921 -1.35790 -0.459 -0.168 0.108
O -0.63189 2.25134 -0.87433 0.442 0.366 0.104
```
Positions in Å, forces in eV/Å.

Atom charges from the Mulliken analysis, given in e for atoms 1 to 2: -0.789, -0.731

No. 2
This record from the OMol25 dataset describes C3H4N2O in the gas phase. The level of theory is ωB97M-V/def2-TZVPD.

Results
- Kohn-Sham gap (eV) = 9.58
- relative energy (zero: lowest compared OMol25 entry of this formula, charge and spin) (kcal/mol) = 30.2
- E_LUMO (Eh) = 0.029
- SMILES = Oc1cn[nH]c1
- net charge = 0

XYZ file:
```
10
Properties=species:S:1:pos:R:3:forces:R:3
O -1.90202 -0.78337 -0.29857 -0.089 -0.043 0.130
C -0.65105 -0.24959 -0.19470 0.357 0.134 0.030
C 0.27746 -0.13081 -1.25140 -0.021 -0.030 -0.028
N 1.41460 0.40625 -0.82843 -0.209 -0.061 0.030
N 1.21877 0.64642 0.46855 0.068 0.030 0.132
C -0.01572 0.28006 0.90587 -0.028 -0.037 -0.069
H -2.12699 -1.19449 0.54436 -0.064 0.076 -0.163
H 0.14932 -0.40600 -2.29015 0.029 0.000 0.180
H 1.98955 0.97545 1.02687 -0.153 0.042 -0.117
H -0.35391 0.45609 1.91760 0.110 -0.112 -0.124
```
Positions in Å, forces in eV/Å.

Atom charges from the Mulliken analysis, given in e for atoms 1 to 2: -0.537, 0.745

Q: What is the formula in the first record?
A: CH5OS